[1]
Density functional theory data (the ωB97M-V functional and the def2-TZVPD basis) for a structure of composition C23H16Cl5N5O8W.

```
58
Properties=species:S:1:pos:R:3:lowdin_charge:R:1
W -0.324 -0.108 1.021 1.932
N -1.329 1.190 2.324 -0.099
C -2.347 0.501 3.023 -0.190
C -3.195 -0.213 1.952 -0.492
O -4.402 -0.203 1.985 0.088
N -2.396 -0.744 0.936 -0.090
C -3.123 -0.764 -0.364 -0.101
C -2.395 0.307 -1.146 -0.564
O -1.445 -0.059 -1.832 0.056
O -2.692 1.551 -0.889 0.059
H -1.673 2.025 1.882 0.038
H -1.314 2.629 0.908 0.085
H -3.002 1.139 3.613 0.129
H -1.873 -0.255 3.658 0.116
H -4.172 -0.528 -0.198 0.123
H -3.011 -1.720 -0.872 0.097
O -1.168 3.949 -0.402 -0.323
C 0.553 3.014 0.707 -0.115
O -0.495 1.299 0.192 -0.687
C 1.536 2.493 1.448 -0.118
C 2.588 3.103 2.172 -0.023
C 3.209 2.415 3.168 -0.040
C 2.792 1.109 3.577 0.002
C 1.847 0.434 2.876 -0.217
N 1.286 0.949 1.754 -0.025
C 1.265 -0.953 3.278 -0.513
O 1.744 -1.563 4.188 0.133
O 0.220 -1.334 2.537 -0.182
H -1.739 2.265 -0.685 0.020
H 2.848 4.123 1.933 0.124
H 4.005 2.900 3.715 0.113
H 3.222 0.639 4.450 0.121
Cl -0.603 2.672 -0.145 0.650
C 0.092 2.449 -1.537 -0.356
C 1.016 1.270 -1.652 -0.012
C 1.699 1.007 -2.795 -0.703
Cl 2.795 -0.366 -2.844 0.650
C 1.569 1.751 -3.961 -0.706
Cl 2.376 1.317 -5.403 0.711
C 0.721 2.854 -3.933 -0.712
Cl 0.518 3.786 -5.364 0.678
C 0.076 3.201 -2.755 -0.534
Cl -0.954 4.606 -2.916 0.736
N -1.818 -4.512 -2.302 0.187
C -0.656 -4.989 -1.789 -0.498
O -0.337 -6.157 -1.808 0.085
C 0.232 -3.938 -1.182 -0.091
C 1.613 -4.060 -1.290 0.045
C 2.417 -3.078 -0.741 -0.034
C 1.822 -1.990 -0.136 -0.133
N 0.493 -1.870 -0.030 -0.067
C -0.283 -2.850 -0.513 -0.045
H -2.437 -5.163 -2.756 0.120
H -1.981 -3.528 -2.425 0.099
H 2.033 -4.921 -1.793 0.136
H 3.494 -3.136 -0.800 0.122
H 2.422 -1.191 0.281 0.115
H -1.342 -2.753 -0.321 0.103
```

Results
* charge: 0
* spin multiplicity: 1
* energy relative to the best compared isomer or geometry (same formula, charge and spin): 22.856 eV
* E_LUMO (spin up / spin down): -0.0983 / -0.1028 hartree
* frontier orbital gap (spin up / spin down): 0.1998 / 0.1956 Eh

=====

[2]
Density functional theory data (the ωB97M-V functional and the def2-TZVPD basis) for a cluster of 9 separate species, C45H109N7O9 in total.

```
170
Properties=species:S:1:pos:R:3:lowdin_charge:R:1
C 3.282 -3.804 -0.854 -0.256
O 3.519 -3.029 -2.024 -0.186
H 2.238 -4.085 -0.993 0.048
H 3.904 -4.692 -0.738 0.059
H 3.499 -3.088 -0.061 0.059
H 3.215 -3.568 -2.758 0.038
C 1.020 -0.558 0.265 -0.109
O 0.601 0.202 1.433 -0.161
H 0.443 -0.285 -0.618 0.051
H 2.038 -0.186 0.145 0.056
H 1.120 -1.629 0.444 0.072
H 1.001 -0.100 2.251 0.017
C 0.774 3.044 3.549 -0.066
C -0.688 3.480 3.420 -0.409
C -0.958 4.946 3.617 -0.257
O -2.185 5.389 3.143 -0.141
C -2.219 6.836 2.988 -0.091
N -1.118 3.041 2.072 0.063
H 0.970 3.375 4.569 0.068
H 1.449 3.702 3.003 0.064
H 1.003 1.985 3.432 0.061
H -1.185 2.907 4.203 0.131
H -0.189 5.508 3.086 0.110
H -0.732 5.016 4.681 0.121
H -1.403 7.327 2.458 0.078
H -2.409 7.330 3.940 0.077
H -3.085 7.149 2.404 0.077
H -0.482 3.502 1.437 0.014
H -0.694 2.144 1.883 0.033
C 6.260 3.404 1.355 -0.097
C 5.623 2.095 1.468 -0.436
C 4.200 2.133 2.127 -0.182
O 4.224 1.774 3.503 -0.211
C 4.957 2.702 4.315 -0.109
N 5.583 1.326 0.199 0.045
H 5.807 3.965 0.538 0.079
H 7.342 3.529 1.389 0.081
H 6.116 3.944 2.291 0.059
H 6.175 1.493 2.190 0.131
H 3.564 1.404 1.624 0.102
H 3.833 3.149 1.981 0.110
H 4.883 2.356 5.346 0.085
H 4.818 3.778 4.204 0.091
H 6.008 2.443 4.187 0.075
H 4.997 1.721 -0.522 0.051
H 5.283 0.368 0.304 0.057
C -6.946 2.634 -0.936 -0.088
C -5.697 2.614 -0.124 -0.454
C -4.470 2.083 -0.836 -0.208
O -3.313 2.217 -0.010 -0.183
C -2.149 1.726 -0.712 -0.095
N -5.512 3.926 0.524 0.052
H -7.817 3.158 -0.544 0.077
H -7.230 1.645 -1.296 0.072
H -6.724 3.016 -1.933 0.077
H -5.807 1.941 0.727 0.137
H -4.182 2.703 -1.685 0.125
H -4.604 1.047 -1.147 0.117
H -1.388 2.507 -0.701 0.066
H -2.354 1.251 -1.672 0.068
H -1.696 0.895 -0.171 0.067
H -6.440 3.980 0.919 0.053
H -5.576 4.599 -0.227 0.063
C 1.938 2.710 -1.118 -0.046
C 2.026 4.221 -0.726 -0.380
C 1.809 5.073 -2.014 -0.220
O 1.821 6.474 -1.805 -0.204
C 3.076 7.106 -1.923 -0.116
N 0.873 4.485 0.162 0.070
H 2.451 2.409 -2.031 0.066
H 0.918 2.368 -1.293 0.064
H 2.406 2.083 -0.358 0.044
H 3.015 4.509 -0.370 0.121
H 0.869 4.888 -2.533 0.134
H 2.619 4.838 -2.704 0.115
H 3.053 8.154 -1.623 0.086
H 3.278 7.026 -2.992 0.084
H 3.846 6.572 -1.366 0.077
H 0.381 4.900 -0.616 0.064
H 1.213 5.343 0.572 0.072
C -5.519 -2.716 -2.478 -0.032
C -4.864 -3.477 -1.270 -0.469
C -4.892 -5.024 -1.697 -0.120
C -3.808 -5.847 -0.943 -0.198
C -2.459 -5.175 -1.248 -0.210
C -2.353 -3.778 -0.744 -0.444
N -3.549 -2.921 -1.141 -0.134
O -3.431 -1.581 -0.864 -0.001
C -2.072 -3.728 0.790 -0.047
C -1.064 -3.120 -1.410 -0.030
C -5.703 -3.374 0.032 -0.031
H -5.808 -1.680 -2.303 0.071
H -6.383 -3.279 -2.829 0.073
H -4.948 -2.725 -3.407 0.045
H -5.767 -5.501 -1.255 0.098
H -4.734 -5.311 -2.736 0.109
H -3.729 -6.896 -1.232 0.103
H -4.010 -5.750 0.124 0.096
H -2.403 -5.158 -2.336 0.105
H -1.733 -5.868 -0.823 0.103
H -1.789 -2.702 1.023 0.068
H -2.932 -3.953 1.422 0.056
H -1.318 -4.377 1.235 0.070
H -1.318 -3.118 -2.470 0.063
H -0.987 -2.040 -1.288 0.051
H -0.138 -3.667 -1.238 0.070
H -5.046 -3.856 0.756 0.066
H -6.594 -3.999 -0.020 0.071
H -6.067 -2.358 0.189 0.078
H -3.487 -1.449 0.085 0.101
C 5.203 -2.077 3.656 -0.055
C 3.911 -2.726 4.186 -0.480
C 4.289 -3.241 5.623 -0.155
C 3.099 -4.005 6.241 -0.167
C 1.971 -2.879 6.409 -0.098
C 1.620 -2.035 5.072 -0.441
N 2.839 -1.689 4.241 -0.105
O 2.687 -0.926 3.093 -0.019
C 0.577 -2.713 4.205 -0.044
C 1.045 -0.684 5.565 -0.048
C 3.629 -3.927 3.326 -0.071
H 6.078 -2.711 3.806 0.080
H 5.416 -1.156 4.199 0.078
H 5.059 -1.811 2.609 0.073
H 5.114 -3.951 5.556 0.103
H 4.755 -2.564 6.340 0.113
H 3.319 -4.369 7.245 0.098
H 2.732 -4.774 5.561 0.085
H 2.345 -2.246 7.214 0.097
H 1.082 -3.318 6.862 0.102
H 0.915 -3.719 3.955 0.063
H -0.304 -3.089 4.724 0.080
H 0.375 -2.100 3.327 0.077
H 1.803 -0.132 6.121 0.079
H 0.673 0.000 4.803 0.063
H 0.223 -0.836 6.265 0.080
H 2.872 -4.677 3.559 0.057
H 4.526 -4.531 3.188 0.083
H 3.351 -3.688 2.300 0.072
H 3.190 -0.152 3.354 0.075
C 0.371 -0.179 -3.468 -0.035
C -0.105 -0.259 -4.960 -0.436
C 0.891 -1.194 -5.739 -0.147
C 0.246 -1.590 -7.056 -0.216
C -1.120 -2.270 -6.859 -0.142
C -2.169 -1.475 -6.041 -0.459
N -1.486 -0.905 -4.858 -0.133
O -2.337 -0.353 -3.970 -0.017
C -2.896 -0.395 -6.917 -0.025
C -3.214 -2.544 -5.589 -0.062
C -0.100 1.155 -5.501 -0.055
H 1.163 0.560 -3.342 0.071
H 0.580 -1.193 -3.127 0.074
H -0.389 0.153 -2.761 0.051
H 1.887 -0.772 -5.878 0.115
H 0.974 -2.147 -5.218 0.100
H 0.931 -2.260 -7.575 0.101
H 0.246 -0.664 -7.631 0.097
H -0.922 -3.229 -6.380 0.106
H -1.461 -2.413 -7.884 0.112
H -3.530 0.306 -6.375 0.078
H -2.065 0.177 -7.331 0.055
H -3.396 -0.872 -7.760 0.075
H -3.538 -3.286 -6.318 0.079
H -3.053 -3.157 -4.702 0.065
H -4.143 -2.089 -5.245 0.057
H 0.852 1.678 -5.407 0.076
H -0.785 1.706 -4.856 0.086
H -0.334 1.265 -6.560 0.063
H -2.672 -1.140 -3.534 0.084
```

Results
* ⟨S²⟩: 0.750
* charge: -1
* spin multiplicity: 2
* E_LUMO (spin up / spin down): 0.0764 / 0.0748 hartree
* frontier orbital gap (spin up / spin down): 0.0485 / 0.2896 Eh

=====

no.,maximum force (eV Å⁻¹)
1,11.7
2,4.5